Below is a 12-piece molecular cluster, C48H120O24 overall at a distorted geometry, with properties calculated with ωB97M-V/def2-TZVPD.

The geometry in XYZ format:
```
192
C48H120O24 | the OMol25 dataset | ωB97M-V/def2-TZVPD
C 0.750 -4.793 -3.768
O 0.747 -4.255 -2.442
C -0.488 -4.074 -1.818
C -1.573 -3.329 -2.637
O -2.163 -4.172 -3.656
C -2.884 -3.336 -4.585
H 0.265 -5.769 -3.772
H 1.815 -4.692 -3.976
H 0.228 -4.099 -4.427
H -0.233 -3.614 -0.863
H -0.903 -5.050 -1.570
H -1.112 -2.447 -3.081
H -2.283 -3.071 -1.852
H -2.190 -3.110 -5.394
H -3.188 -2.365 -4.195
H -3.754 -3.873 -4.962
C 6.047 8.220 5.921
O 5.111 7.939 4.951
C 3.781 8.184 5.344
C 2.713 7.784 4.207
O 2.135 6.439 4.378
C 3.033 5.374 4.544
H 6.500 9.203 5.787
H 6.878 7.523 5.814
H 5.657 7.971 6.908
H 3.628 9.236 5.582
H 3.565 7.708 6.300
H 3.178 7.828 3.222
H 1.907 8.517 4.247
H 3.578 5.519 5.477
H 3.765 5.213 3.753
H 2.398 4.496 4.664
C 2.393 -4.688 3.376
O 3.105 -5.166 2.291
C 2.413 -5.101 1.028
C 2.291 -3.653 0.402
O 3.504 -2.967 0.302
C 3.580 -1.993 -0.746
H 1.898 -3.724 3.265
H 3.107 -4.559 4.190
H 1.723 -5.511 3.625
H 1.462 -5.633 1.066
H 2.905 -5.791 0.343
H 1.769 -2.992 1.093
H 1.840 -3.752 -0.585
H 4.182 -2.432 -1.542
H 4.231 -1.189 -0.403
H 2.676 -1.645 -1.246
C -4.127 -5.860 -1.929
O -5.235 -6.638 -1.605
C -5.625 -6.579 -0.240
C -5.956 -8.003 0.065
O -7.096 -8.339 -0.819
C -7.521 -9.693 -0.615
H -3.270 -6.391 -2.342
H -3.783 -5.243 -1.099
H -4.558 -5.273 -2.740
H -6.363 -5.793 -0.076
H -4.856 -6.398 0.510
H -6.119 -8.077 1.140
H -5.133 -8.668 -0.195
H -7.497 -9.976 0.437
H -6.914 -10.415 -1.161
H -8.468 -9.845 -1.133
C 2.413 0.952 6.019
O 2.932 0.999 7.318
C 4.326 1.501 7.332
C 4.929 1.428 8.707
O 5.681 0.231 9.118
C 4.843 -0.930 9.136
H 1.337 0.825 5.901
H 3.016 0.193 5.521
H 2.611 1.924 5.566
H 4.309 2.547 7.026
H 4.930 0.867 6.683
H 4.136 1.551 9.445
H 5.560 2.296 8.902
H 5.460 -1.829 9.142
H 4.299 -1.032 8.197
H 4.197 -1.010 10.011
C -3.070 2.884 -2.041
O -3.426 1.475 -2.277
C -4.773 1.186 -2.667
C -5.033 -0.351 -2.705
O -5.085 -0.782 -1.292
C -5.425 -2.219 -1.181
H -2.089 3.113 -1.625
H -3.756 3.427 -1.391
H -3.039 3.394 -3.004
H -5.060 1.582 -3.641
H -5.472 1.491 -1.888
H -4.240 -0.946 -3.159
H -6.009 -0.550 -3.148
H -4.995 -2.466 -0.210
H -4.912 -2.967 -1.786
H -6.494 -2.426 -1.146
C -8.160 -0.377 2.979
O -7.114 -0.623 3.819
C -5.848 -0.773 3.228
C -5.319 0.475 2.566
O -3.901 0.442 2.494
C -3.321 1.726 2.195
H -8.937 -0.239 3.731
H -8.361 -1.214 2.310
H -8.055 0.558 2.430
H -5.986 -1.595 2.526
H -5.093 -0.953 3.993
H -5.720 1.330 3.110
H -5.790 0.570 1.587
H -3.529 2.107 1.195
H -2.303 1.838 2.566
H -3.728 2.503 2.842
C 9.227 3.550 -0.081
O 8.752 2.290 -0.209
C 7.727 2.117 -1.206
C 7.275 0.679 -1.358
O 6.425 0.127 -0.355
C 6.939 0.066 0.946
H 8.455 4.302 0.081
H 9.742 3.917 -0.969
H 9.894 3.628 0.777
H 7.958 2.496 -2.202
H 6.841 2.655 -0.868
H 8.054 -0.063 -1.536
H 6.898 0.546 -2.372
H 6.967 0.993 1.518
H 7.978 -0.248 0.849
H 6.357 -0.674 1.496
C 2.578 -1.649 -4.512
O 2.707 -0.320 -3.935
C 1.916 0.745 -4.533
C 2.193 2.007 -3.635
O 3.504 2.663 -3.910
C 4.589 1.977 -3.284
H 2.750 -1.723 -5.586
H 1.584 -1.982 -4.213
H 3.177 -2.440 -4.062
H 0.875 0.427 -4.468
H 2.267 0.935 -5.547
H 1.952 1.988 -2.573
H 1.588 2.823 -4.030
H 5.407 2.697 -3.314
H 4.861 1.018 -3.724
H 4.373 1.734 -2.243
C -2.634 0.664 -5.620
O -3.349 0.595 -6.772
C -3.405 -0.711 -7.329
C -3.966 -0.561 -8.831
O -3.281 0.407 -9.572
C -3.654 0.501 -10.878
H -2.773 -0.219 -4.997
H -2.935 1.525 -5.023
H -1.640 0.736 -6.061
H -4.139 -1.301 -6.781
H -2.463 -1.210 -7.556
H -5.021 -0.289 -8.795
H -3.927 -1.549 -9.289
H -4.046 -0.396 -11.356
H -2.765 0.870 -11.391
H -4.442 1.247 -10.977
C -0.542 -0.254 -1.822
O -0.173 -0.894 -0.551
C -1.168 -0.763 0.516
C -0.497 -0.978 1.934
O 0.236 0.216 2.181
C 1.670 0.018 1.823
H -0.406 0.827 -1.807
H -1.568 -0.434 -2.142
H 0.071 -0.751 -2.574
H -1.916 -1.548 0.401
H -1.669 0.196 0.378
H 0.170 -1.833 2.043
H -1.352 -0.990 2.610
H 2.072 -0.680 2.557
H 2.236 0.896 2.135
H 1.776 -0.303 0.787
C 1.215 4.278 -0.345
O 0.041 4.660 0.453
C -0.226 3.824 1.556
C -1.298 4.596 2.417
O -2.477 4.838 1.703
C -3.359 5.654 2.511
H 1.776 3.518 0.200
H 1.844 5.168 -0.319
H 0.942 3.924 -1.339
H 0.603 3.750 2.260
H -0.640 2.865 1.244
H -0.841 5.505 2.808
H -1.545 4.015 3.306
H -4.317 5.860 2.033
H -2.931 6.652 2.598
H -3.492 5.331 3.544
```

energy above the lowest of the compared OMol25 structures with the same formula, charge and spin	6.322	eV
highest occupied orbital energy	-0.3257	hartree
SMILES	COCCOC.COCCOC.COCCOC.COCCOC.COCCOC.COCCOC.COCCOC.COCCOC.COCCOC.COCCOC.COCCOC.COCCOC